# C40H44BN13OSTi

A structure of composition C40H44BN13OSTi at a distorted geometry (ωB97M-V/def2-TZVPD, the OMol25 dataset).

Geometry as XYZ:
```
101
Properties=species:S:1:pos:R:3:forces:R:3:mulliken_charge:R:1
Ti 0.225109 -0.420662 0.259747 -0.349 0.363 0.437 -2.93
C -2.114879 3.432191 0.430337 -0.056 0.177 0.120 -1.17
C -1.390755 4.174021 1.362688 -0.066 0.110 -0.064 -0.69
C -0.509893 3.512853 2.182815 0.017 0.176 0.146 -0.71
C -0.345873 2.132218 2.053142 -0.101 -0.287 0.144 0.10
N -0.936712 1.437433 1.062224 0.460 -0.010 -0.107 0.82
C -1.842789 2.096850 0.310613 0.086 -0.226 0.104 -0.33
N 0.363885 1.510668 3.062525 -0.128 0.393 -0.263 -0.36
C 0.463957 0.247977 3.161325 -0.007 -0.519 -0.020 -0.03
N 0.135995 -0.770390 2.223084 0.133 -0.298 0.467 1.61
C 0.259436 -1.997996 2.922144 0.040 0.874 0.135 -0.29
N -0.002516 -3.176708 2.546271 -0.067 -0.573 -0.482 -0.32
C -0.349827 -3.509536 1.260040 0.000 0.271 -0.002 -0.17
C -0.661360 -4.863013 1.069988 -0.083 -0.172 0.089 -0.63
C -1.005441 -5.332858 -0.166905 -0.049 -0.157 -0.022 -0.96
C -1.055673 -4.425387 -1.225005 -0.003 -0.134 -0.129 -1.03
C -0.743662 -3.120328 -0.978067 0.450 0.022 0.055 -0.27
N -0.379816 -2.633809 0.236183 0.638 0.001 0.069 1.55
C 0.761476 -1.732792 4.280067 -0.068 -0.156 -0.156 0.30
C 1.062861 -2.607096 5.306605 -0.002 -0.140 0.073 -0.29
C 1.559609 -2.051622 6.479828 0.012 -0.019 0.028 -0.72
C 1.730736 -0.670338 6.609852 0.002 0.019 -0.004 -0.72
C 1.406901 0.196240 5.571820 0.039 0.089 0.149 -0.45
C 0.929264 -0.374770 4.408688 -0.012 0.145 -0.157 0.06
H -2.862483 3.887922 -0.204294 0.024 -0.015 0.031 0.52
H -1.548599 5.242581 1.465735 0.018 -0.097 0.001 0.47
H 0.029497 4.008316 2.980651 -0.053 -0.037 -0.063 0.60
H -2.382222 1.519256 -0.416523 0.054 -0.045 -0.119 0.61
H -0.603055 -5.501872 1.939447 0.004 -0.005 -0.023 0.65
H -1.230297 -6.381117 -0.320440 -0.002 0.046 0.020 0.46
H -1.325795 -4.728930 -2.228809 0.020 0.016 0.083 0.58
H -0.789459 -2.413227 -1.782600 0.079 0.047 -0.090 0.26
H 0.916087 -3.675948 5.195756 0.034 0.118 0.005 0.55
H 1.819651 -2.699679 7.309833 -0.029 0.077 -0.074 0.45
H 2.118686 -0.269690 7.538964 -0.026 -0.035 -0.057 0.45
H 1.519640 1.270418 5.665071 0.001 -0.104 -0.009 0.56
B 2.987452 -2.061421 0.581086 0.052 0.050 -0.019 0.28
N 3.089625 -0.570928 1.045986 -0.089 0.069 -0.224 -0.18
C 4.128562 0.051163 1.595474 0.071 0.006 0.038 -0.52
C 3.844288 1.406689 1.697019 0.157 0.050 0.054 -1.84
C 2.580507 1.537699 1.155927 -0.057 -0.039 -0.064 -0.59
N 2.115435 0.342350 0.754592 0.558 0.019 0.499 1.81
N 2.498446 -1.977954 -0.904025 -0.113 -0.002 0.067 -0.10
C 2.985259 -2.555421 -1.997290 0.093 0.003 -0.132 -0.44
C 2.217852 -2.166144 -3.093903 0.093 -0.128 -0.065 -1.58
C 1.259279 -1.325944 -2.563921 0.016 0.015 0.057 -0.39
N 1.426464 -1.220487 -1.235148 0.214 -0.437 -0.202 1.63
H 2.170775 -2.650391 1.242318 0.001 0.092 -0.067 -0.11
H 4.082390 -2.559103 0.604857 -0.170 0.046 0.034 -0.11
H 5.010269 -0.508498 1.874343 -0.100 0.056 -0.063 0.56
H 4.474268 2.184332 2.098140 -0.063 -0.074 -0.019 0.62
H 1.990015 2.428934 1.033574 -0.039 -0.005 -0.015 0.56
H 3.855794 -3.191871 -1.936085 -0.080 0.059 0.012 0.56
H 2.354955 -2.444600 -4.127642 -0.008 0.034 0.131 0.62
H 0.482602 -0.775405 -3.063662 -0.060 0.046 -0.002 0.29
C 3.259472 5.759162 -2.549495 -0.039 -0.034 -0.035 -0.99
C 2.965290 5.216979 -1.154552 -0.081 -0.065 -0.045 -0.83
N 1.921627 4.186353 -1.124959 -0.011 0.167 -0.148 0.14
C 2.054533 2.921379 -1.540287 0.125 -0.128 0.121 -0.25
S 0.648707 1.931860 -1.624664 -0.059 -0.056 -0.071 0.03
N 3.276151 2.492602 -1.827573 -0.014 -0.275 -0.268 0.12
C 3.611761 1.150628 -2.322378 0.017 0.155 0.004 0.06
C 3.413042 1.004136 -3.822025 0.050 0.084 -0.069 -1.18
H 3.993067 6.564752 -2.490947 -0.038 -0.058 0.013 0.39
H 2.350324 6.158446 -3.002640 0.059 -0.009 0.027 0.31
H 3.656284 4.990726 -3.216906 -0.032 0.037 0.032 0.26
H 2.619833 6.019596 -0.507636 -0.013 0.022 0.041 0.47
H 3.864745 4.816393 -0.681722 0.018 0.011 0.035 0.34
H 0.966260 4.475553 -0.998651 -0.060 0.041 0.049 0.28
H 4.021668 3.170073 -1.829148 0.040 -0.005 0.025 0.32
H 3.003660 0.440423 -1.773844 -0.026 -0.026 0.056 -0.49
H 4.652641 0.975295 -2.054992 0.031 0.017 0.041 0.46
H 2.352924 1.053809 -4.076855 0.055 0.015 0.000 0.16
H 3.810523 0.043808 -4.156920 -0.055 0.079 0.033 0.38
H 3.938163 1.793418 -4.364948 -0.013 -0.045 0.024 0.41
C -5.617824 -1.091370 -2.541622 0.236 0.071 -0.016 -1.03
N -4.260750 -0.532419 -2.452293 -0.431 -0.194 -0.057 -0.18
N -3.416716 -0.831094 -1.420534 -0.245 0.012 0.186 1.12
C -2.201237 -0.318446 -1.731888 0.521 -0.294 0.552 0.60
O -1.222866 -0.418642 -0.880853 -0.775 0.315 -0.705 0.81
C -2.264079 0.259410 -2.988885 0.076 0.231 -0.228 -0.79
C -3.575807 0.105173 -3.410736 -0.119 0.023 -0.176 0.02
C -4.219450 0.515043 -4.690825 0.002 -0.060 0.056 -1.73
C -3.889077 -1.194002 -0.105224 0.046 0.088 -0.041 -0.33
C -4.898002 -0.446564 0.488424 0.027 0.155 0.001 0.33
C -5.304920 -0.767224 1.774339 -0.010 -0.002 -0.004 -0.92
C -4.687339 -1.805287 2.462740 0.008 -0.013 0.014 -0.80
C -3.675228 -2.537537 1.856696 -0.051 0.024 0.085 -0.47
C -3.279480 -2.242839 0.559843 -0.213 -0.201 -0.073 0.06
H -5.743080 -1.844684 -1.772501 0.046 -0.026 0.055 0.38
H -5.743147 -1.556013 -3.514283 0.018 -0.018 -0.077 0.40
H -6.365676 -0.314940 -2.408459 0.004 0.081 0.030 0.37
H -1.469224 0.782247 -3.497954 -0.054 -0.076 0.040 0.57
H -3.515379 1.085065 -5.291057 -0.006 -0.004 0.011 0.42
H -5.100279 1.131596 -4.505115 0.025 -0.011 -0.001 0.37
H -4.537124 -0.355317 -5.270659 0.038 0.029 0.045 0.38
H -5.351463 0.387975 -0.036476 0.029 -0.058 0.018 0.51
H -6.098721 -0.197443 2.241041 0.048 -0.028 -0.014 0.44
H -5.002145 -2.047600 3.471092 0.021 0.025 -0.075 0.47
H -3.195156 -3.350628 2.389134 -0.051 0.040 -0.029 0.51
H -2.522427 -2.834027 0.062756 -0.637 0.186 0.202 0.45
```
Forces are in eV/Å.

Net charge = +2
Gap between HOMO and LUMO = 6.9845 eV
Maximum force = 1.09 eV Å⁻¹
E = -3609.98788 Eh
LUMO = -6.0162 eV